ORCA calculation (ωB97M-V with the def2-TZVPD basis set) on an isolated ion of composition C4H13N2S and charge +1.

Last column: natural (NBO) charge in e.
CARTESIAN COORDINATES (ANGSTROEM)
N 1.222 1.622 0.482  -0.677
C 0.402 0.385 0.720  -0.041
C -0.889 0.530 -0.093  -0.443
C -1.905 -0.562 0.086  -0.526
S -3.274 -0.284 -1.089  -0.008
C 1.249 -0.794 0.315  -0.258
N 1.643 -0.640 -1.094  -0.868
H 2.115 1.569 0.972  0.445
H 1.266 1.759 -0.533  0.464
H 0.739 2.437 0.872  0.440
H 0.153 0.333 1.786  0.228
H -1.308 1.517 0.157  0.216
H -0.584 0.634 -1.131  0.233
H -1.504 -1.558 -0.061  0.222
H -2.316 -0.608 1.097  0.226
H -3.640 -1.566 -1.186  0.144
H 0.667 -1.689 0.525  0.224
H 2.113 -0.875 0.979  0.206
H 1.214 -1.373 -1.648  0.390
H 2.637 -0.835 -1.157  0.383

Output
net charge = +1
orbital gap = 0.3213 hartree
structure (SMILES) = NC[C@@H]([NH3+])CCS
total energy = -18167.86350 eV
strongest force on any atom = 1.29 eV/A
energy above the lowest of the compared OMol25 structures with the same formula, charge and spin = 60.7 kJ/mol